(1)
Formula: C6H10O
Source: the OMol25 dataset
Level of theory: ωB97M-V/def2-TZVPD

Last column: Mulliken charge in e.
CARTESIAN COORDINATES (ANGSTROEM)
C 1.04 -0.66 -1.66  -0.578
O 0.57 0.41 -1.09  -0.441
C -0.34 0.32 0.51  1.829
C -1.64 0.93 0.07  -1.352
C 0.56 1.21 1.33  -1.354
C -0.32 -1.04 0.79  -0.849
C 0.11 -2.10 0.27  -0.537
H 0.54 -1.00 -2.58  0.345
H 2.13 -0.80 -1.65  0.347
H 0.70 -1.68 -0.84  0.091
H -1.44 1.85 -0.49  0.343
H -2.26 1.18 0.94  0.376
H -2.20 0.25 -0.58  0.328
H 0.07 1.47 2.27  0.378
H 0.77 2.13 0.77  0.341
H 1.51 0.71 1.55  0.331
H 0.19 -3.17 0.38  0.403

Calculated values
* energy relative to the best compared isomer or geometry (same formula, charge and spin): 89.74 kcal/mol
* HOMO: -9.09 eV
* lowest unoccupied orbital energy: 0.031 Ha
* 2S+1: 1

=====

(2)
Formula: C6H10O
Source: the OMol25 dataset
Level of theory: ωB97M-V/def2-TZVPD

Last column: Mulliken charge in e.
CARTESIAN COORDINATES (ANGSTROEM)
C -1.43 -0.42 -1.70  -1.127
C -0.64 0.08 -0.53  0.551
C 0.45 0.88 -0.54  -0.656
C 0.88 1.20 0.86  -0.356
C -0.05 0.36 1.69  -0.974
C -0.94 -0.24 0.88  -0.187
H -0.91 -1.20 -2.25  0.238
H -1.64 0.39 -2.41  0.305
H -2.39 -0.83 -1.37  0.355
H 0.97 1.24 -1.43  0.351
H 0.63 2.26 1.05  0.338
H 1.95 1.07 1.06  0.380
H -0.02 0.30 2.77  0.376
H -1.78 -0.86 1.20  0.387
O 2.10 -1.52 0.20  -0.655
H 1.52 -1.22 0.91  0.344
H 1.50 -1.52 -0.56  0.331

Calculated values
* energy relative to the best compared isomer or geometry (same formula, charge and spin): 11.38 kcal/mol
* HOMO: -8.69 eV
* lowest unoccupied orbital energy: 0.034 Ha
* 2S+1: 1

=====

(3)
Formula: C6H10O
Source: the OMol25 dataset
Level of theory: ωB97M-V/def2-TZVPD

Last column: Mulliken charge in e.
CARTESIAN COORDINATES (ANGSTROEM)
C -1.92 -0.55 0.38  -1.105
C -0.96 -0.59 -0.65  0.017
O -0.71 1.31 -0.58  -0.618
C 0.66 1.56 -0.37  -0.531
C 1.39 0.24 -0.20  -0.036
C 1.06 -0.66 0.96  -0.878
C 0.48 -0.94 -0.40  -0.046
H -1.42 0.79 0.29  0.426
H -1.66 -1.01 1.34  0.226
H -2.97 -0.60 0.11  0.312
H -1.27 -0.62 -1.69  0.316
H 1.06 2.09 -1.25  0.327
H 0.79 2.22 0.50  0.253
H 2.41 0.19 -0.59  0.395
H 0.40 -0.27 1.73  0.240
H 1.84 -1.33 1.32  0.306
H 0.84 -1.80 -0.96  0.396

Calculated values
* energy relative to the best compared isomer or geometry (same formula, charge and spin): 82.45 kcal/mol
* HOMO: -8.30 eV
* lowest unoccupied orbital energy: 0.039 Ha
* 2S+1: 1

=====

(4)
Formula: C6H10O
Source: the OMol25 dataset
Level of theory: ωB97M-V/def2-TZVPD

Last column: Mulliken charge in e.
CARTESIAN COORDINATES (ANGSTROEM)
O -1.02 1.19 -1.26  -0.619
C -1.61 0.20 -1.80  0.392
C -1.61 -1.08 -1.31  -1.041
C -0.70 0.21 0.87  -1.105
C 0.64 -0.31 1.03  0.389
C 1.70 0.22 0.06  -0.291
C 1.74 0.67 1.46  -0.690
H -2.16 0.39 -2.74  0.339
H -2.25 -1.84 -1.74  0.282
H -0.73 -1.44 -0.78  0.203
H -1.53 -0.41 1.18  0.414
H -0.87 1.27 0.84  0.283
H 0.74 -1.34 1.34  0.450
H 2.42 -0.52 -0.26  0.259
H 1.30 0.87 -0.70  0.221
H 2.50 0.26 2.12  0.257
H 1.44 1.68 1.69  0.258

Calculated values
* energy relative to the best compared isomer or geometry (same formula, charge and spin): 106.09 kcal/mol
* HOMO (alpha / beta): -7.37 / -7.37 eV
* lowest unoccupied orbital energy (alpha / beta): -0.032 / -0.032 Ha
* 2S+1: 1

=====

(5)
Formula: C6H10O
Source: the OMol25 dataset
Level of theory: ωB97M-V/def2-TZVPD

Last column: Mulliken spin population.
CARTESIAN COORDINATES (ANGSTROEM)
C 0.01 2.05 0.51  0.075
C -0.79 2.52 1.52  0.328
C -1.24 -0.08 0.18  0.222
C -0.11 0.71 0.06  0.131
C -0.53 -2.36 0.18  0.131
C -1.36 -1.44 -0.32  0.003
H 0.65 2.71 -0.07  0.001
H -0.57 3.46 2.03  0.019
H -1.66 2.00 1.88  0.025
H -2.14 0.38 0.55  0.009
H 0.72 0.26 -0.47  0.032
H 0.18 -2.22 0.99  -0.001
H -0.62 -3.41 -0.05  0.009
H -2.08 -1.61 -1.12  0.013
H 2.45 -0.28 -1.78  0.001
H 2.60 -1.61 -0.97  0.000
O 2.98 -1.07 -1.67  0.001

Calculated values
* energy relative to the best compared isomer or geometry (same formula, charge and spin): 54.78 kcal/mol
* HOMO (alpha / beta): -14.61 / -14.65 eV
* lowest unoccupied orbital energy (alpha / beta): -0.204 / -0.297 Ha
* 2S+1: 2
* charge: +1

=====

(6)
Formula: C6H10O2
Source: the OMol25 dataset
Level of theory: ωB97M-V/def2-TZVPD

Last column: Mulliken charge in e.
CARTESIAN COORDINATES (ANGSTROEM)
C 2.32 -1.56 -0.06  -1.152
C 1.05 -0.79 0.04  0.195
C 0.69 0.50 -0.13  -0.124
O 1.40 1.67 -0.06  -0.554
C -0.75 0.25 0.08  1.656
C -1.41 0.88 1.28  -1.468
C -1.65 0.09 -1.12  -1.372
O -0.14 -1.36 0.31  -0.554
H 3.15 -0.88 -0.26  0.304
H 2.25 -2.29 -0.86  0.293
H 2.51 -2.10 0.87  0.308
H 0.98 2.34 -0.62  0.318
H -0.67 1.26 1.98  0.367
H -2.10 1.68 1.00  0.360
H -1.98 0.10 1.79  0.354
H -1.95 1.09 -1.47  0.357
H -1.14 -0.44 -1.92  0.376
H -2.56 -0.45 -0.85  0.334

Calculated values
* energy relative to the best compared isomer or geometry (same formula, charge and spin): 51.93 kcal/mol
* HOMO: -7.49 eV
* lowest unoccupied orbital energy: 0.024 Ha
* 2S+1: 1

=====

(7)
Formula: C6H10O2
Source: the OMol25 dataset
Level of theory: ωB97M-V/def2-TZVPD

Last column: Mulliken charge in e.
CARTESIAN COORDINATES (ANGSTROEM)
C 1.33 0.70 -0.99  -1.505
C 0.03 0.56 -0.21  1.195
C 0.17 -0.15 1.12  -0.829
C 0.26 -1.68 0.98  -0.434
O -0.97 -2.28 0.64  -0.508
C -0.99 1.71 -0.33  -0.962
C -1.22 0.41 -0.97  0.375
O -1.94 -0.28 -1.62  -0.565
H 1.14 1.14 -1.97  0.384
H 2.01 1.35 -0.45  0.354
H 1.80 -0.26 -1.13  0.337
H 1.07 0.21 1.63  0.388
H -0.70 0.07 1.75  0.269
H 1.03 -1.95 0.25  0.267
H 0.54 -2.12 1.94  0.346
H -1.26 -1.97 -0.22  0.323
H -0.73 2.56 -0.95  0.297
H -1.58 1.97 0.53  0.269

Calculated values
* energy relative to the best compared isomer or geometry (same formula, charge and spin): 39.91 kcal/mol
* HOMO: -9.31 eV
* lowest unoccupied orbital energy: 0.031 Ha
* 2S+1: 1

=====

(8)
Formula: C6H10O2
Source: the OMol25 dataset
Level of theory: ωB97M-V/def2-TZVPD

Last column: Mulliken charge in e.
CARTESIAN COORDINATES (ANGSTROEM)
C 2.70 -0.49 0.69  -0.943
C 1.74 0.07 -0.44  0.425
C 0.62 1.10 -0.29  -0.373
C -0.67 0.93 0.02  -0.575
C -2.32 -0.60 0.44  0.068
C -3.10 -0.32 -0.62  -0.673
H 3.30 0.43 0.77  0.323
H 2.60 -0.71 1.95  0.261
H 3.47 -1.21 0.06  0.246
H 2.41 0.64 -1.18  0.222
H -0.28 -0.91 -0.87  0.396
H 0.83 2.07 -0.28  0.444
H -1.55 1.64 -0.04  0.355
H -2.59 -1.14 1.62  0.226
H -4.17 -0.81 -0.49  0.240
H -2.94 0.69 -1.06  0.267
O 1.04 -1.15 -1.10  -0.638
O -1.10 -0.23 0.84  -0.272

Calculated values
* energy relative to the best compared isomer or geometry (same formula, charge and spin): 194.24 kcal/mol
* HOMO: -9.44 eV
* lowest unoccupied orbital energy: 0.017 Ha
* 2S+1: 1

=====

(9)
Formula: C6H10O2
Source: the OMol25 dataset
Level of theory: ωB97M-V/def2-TZVPD

Last column: Mulliken charge in e.
CARTESIAN COORDINATES (ANGSTROEM)
C 0.97 1.76 -1.66  -1.161
C 0.86 0.42 -1.09  0.334
C 0.64 0.14 0.48  -1.045
C -0.54 -0.53 0.70  0.383
C -0.83 -1.15 2.08  -0.171
C -0.92 -0.94 -0.56  -0.279
H 0.15 2.38 -1.36  0.323
H 2.01 2.35 -1.77  0.306
H 0.90 1.58 -2.85  0.277
H 1.70 -0.46 -1.43  0.184
H 0.61 1.11 0.88  0.375
H 1.68 -0.24 0.90  0.286
H -0.09 -2.07 2.38  0.213
H -0.26 -0.28 2.77  0.230
H -2.68 -0.91 1.31  0.388
H -1.72 -1.62 -1.42  0.251
O -2.12 -1.45 2.28  -0.546
O -0.38 -0.10 -1.63  -0.348

Calculated values
* energy relative to the best compared isomer or geometry (same formula, charge and spin): 150.05 kcal/mol
* HOMO: -8.53 eV
* lowest unoccupied orbital energy: 0.025 Ha
* 2S+1: 1

=====

(10)
Formula: C6H10O2
Source: the OMol25 dataset
Level of theory: ωB97M-V/def2-TZVPD

Last column: Mulliken charge in e.
CARTESIAN COORDINATES (ANGSTROEM)
C -1.39 -0.28 1.88  -1.035
C -0.07 -0.19 1.81  0.698
C 0.93 -0.75 2.81  -1.136
C 0.57 0.43 0.59  -1.031
C 0.52 -0.48 -0.70  -0.472
C -0.19 0.23 -1.83  0.453
O -1.37 0.45 -1.86  -0.538
O 0.69 0.63 -2.77  -0.452
H -1.93 -0.74 2.70  0.342
H -1.95 0.24 1.11  0.265
H 1.28 -1.71 2.45  0.254
H 1.75 -0.04 2.88  0.326
H 0.42 -0.79 3.77  0.378
H 1.62 0.70 0.74  0.385
H 0.13 1.36 0.31  0.522
H 0.05 -1.38 -0.42  0.452
H 1.56 -0.60 -1.01  0.242
H 0.25 0.88 -3.60  0.345

Calculated values
* energy relative to the best compared isomer or geometry (same formula, charge and spin): 10.87 kcal/mol
* HOMO: -9.41 eV
* lowest unoccupied orbital energy: 0.028 Ha
* 2S+1: 1

=====

Question: Among the records above, which one has the lowest energy relative to the best compared isomer or geometry (same formula, charge and spin)?
Answer: number 10

=====

Question: Which formula does entry 2 have?
Answer: C6H10O

=====

Question: energy relative to the best compared isomer or geometry (same formula, charge and spin) of number 10 (C6H10O2)?
Answer: 10.87 kcal/mol